# 1
Below is C4H3CuO6 as an isolated structure, with properties calculated with ωB97M-V with the def2-TZVPD basis set.

The geometry in XYZ format:
```
14
Properties=species:S:1:pos:R:3
O 1.28 0.09 0.03
C 0.11 0.52 -0.09
O -1.90 1.12 1.18
C -2.74 0.21 0.74
C -0.52 0.74 1.29
O -2.41 -1.00 0.58
O -3.93 0.57 0.50
H -0.42 -0.15 1.93
H -0.03 1.59 1.78
Cu -4.12 -1.25 -0.01
O 4.10 -0.88 -1.25
C 3.02 -0.34 -1.78
O 2.82 -0.13 -2.95
H 4.75 -1.10 -1.94
```

E_LUMO (spin up / spin down) = -0.677 / -1.315 eV
Frontier orbital gap (spin up / spin down) = 0.2932 / 0.2702 Eh
Multiplicity = 3
Expectation value of S² = 2.01
Energy relative to the best compared isomer or geometry (same formula, charge and spin) = 1.321 eV


# 2
Below is C4H3CuO6 as an isolated structure, with properties calculated with ωB97M-V with the def2-TZVPD basis set.

The geometry in XYZ format:
```
14
Properties=species:S:1:pos:R:3
O -1.42 -0.35 0.20
C -0.33 -0.24 -0.48
O 1.99 -0.95 -0.40
C 2.61 0.20 -0.21
C 0.70 -1.10 0.19
O 2.13 1.10 0.55
O 3.72 0.38 -0.78
H 0.76 -0.92 1.28
H 0.42 -2.15 0.03
Cu 3.60 2.14 0.08
O -3.74 0.09 0.66
C -2.86 0.31 -0.30
O -2.99 0.98 -1.28
H -4.58 0.52 0.45
```

E_LUMO (spin up / spin down) = -0.167 / -1.760 eV
Frontier orbital gap (spin up / spin down) = 0.2462 / 0.2639 Eh
Multiplicity = 3
Expectation value of S² = 2.00
Energy relative to the best compared isomer or geometry (same formula, charge and spin) = 1.856 eV


# 3
Below is a 2-piece molecular cluster, C4H3F3O3 overall, with properties calculated with ωB97M-V with the def2-TZVPD basis set.

The geometry in XYZ format:
```
13
Properties=species:S:1:pos:R:3
C 1.80 -1.60 -0.24
C -0.39 0.75 -0.41
C 0.45 1.20 0.85
C -1.34 -0.36 -0.16
O 2.35 -2.25 -1.01
O 1.24 -0.96 0.52
O 1.38 1.91 0.94
F 0.48 0.55 -1.47
F -1.15 1.85 -0.81
F -0.12 0.66 1.98
H -1.18 -1.17 -0.77
H -2.30 0.10 -0.23
H -1.22 -0.66 0.79
```

E_LUMO = 0.435 eV
Frontier orbital gap = 0.4519 Eh
SMILES = CC(F)(F)C(=O)F.O=C=O
Energy relative to the best compared isomer or geometry (same formula, charge and spin) = 0.046 eV


The lowest energy relative to the best compared isomer or geometry (same formula, charge and spin) belongs to which entry?
C4H3F3O3